{"formula": "C16H39BN2O5", "method": "ωB97M-V/def2-TZVPD", "elements": ["C", "B", "C", "C", "C", "O", "H", "H", "H", "H", "H", "H", "H", "H", "H", "C", "O", "C", "C", "N", "C", "C", "O", "C", "H", "H", "H", "H", "H", "H", "H", "H", "H", "H", "H", "H", "H", "H", "H", "C", "O", "C", "C", "N", "C", "C", "O", "C", "H", "H", "H", "H", "H", "H", "H", "H", "H", "H", "H", "H", "H", "H", "H"], "positions_angstrom": [[1.094, -3.805, -1.215], [-0.272, -3.544, -1.914], [-1.159, -2.280, -1.607], [-2.411, -2.753, -0.904], [-3.200, -3.882, -1.438], [-2.390, -4.028, -0.274], [1.857, -4.122, -1.932], [1.445, -2.944, -0.643], [0.976, -4.653, -0.528], [-0.636, -4.335, -2.741], [-1.492, -1.722, -2.482], [-0.645, -1.626, -0.898], [-2.998, -1.982, -0.402], [-2.849, -4.432, -2.299], [-4.257, -3.708, -1.268], [2.915, 1.748, 4.502], [3.480, 1.751, 3.208], [4.876, 1.493, 3.160], [5.175, 0.129, 2.576], [4.770, -0.939, 3.478], [4.787, -2.277, 2.898], [3.899, -2.563, 1.692], [2.512, -2.570, 1.969], [1.889, -1.302, 2.006], [1.915, 2.169, 4.418], [2.831, 0.739, 4.921], [3.498, 2.364, 5.193], [5.324, 1.596, 4.154], [5.321, 2.251, 2.510], [6.252, 0.052, 2.399], [4.673, 0.076, 1.600], [3.840, -0.745, 3.823], [4.497, -2.975, 3.688], [5.820, -2.520, 2.627], [4.132, -3.575, 1.352], [4.113, -1.894, 0.848], [2.342, -0.606, 1.293], [1.913, -0.857, 3.005], [0.842, -1.449, 1.737], [-5.906, 2.177, -1.570], [-5.210, 3.072, -2.410], [-4.542, 4.132, -1.738], [-3.040, 3.959, -1.773], [-2.614, 2.843, -0.941], [-1.222, 2.442, -1.107], [-0.752, 1.976, -2.480], [-1.287, 0.733, -2.894], [-2.582, 0.781, -3.458], [-6.539, 1.563, -2.208], [-5.234, 1.516, -1.011], [-6.541, 2.711, -0.856], [-4.900, 4.223, -0.708], [-4.796, 5.056, -2.265], [-2.572, 4.876, -1.402], [-2.749, 3.840, -2.826], [-3.208, 2.047, -1.130], [-1.036, 1.625, -0.405], [-0.584, 3.276, -0.794], [0.328, 1.820, -2.413], [-0.909, 2.733, -3.258], [-2.745, 1.702, -4.026], [-3.368, 0.685, -2.702], [-2.674, -0.067, -4.137]], "forces_ev_per_a": [[-0.08, 0.14, -0.05], [0.18, -0.04, -0.30], [-0.11, -0.45, 0.92], [-0.10, -0.08, -1.11], [0.06, 1.06, 0.26], [-0.13, -0.05, 0.41], [0.01, 0.03, 0.03], [0.14, -0.13, 0.07], [-0.03, 0.04, 0.03], [-0.08, 0.00, 0.06], [0.29, 0.13, -0.05], [0.11, 0.30, -0.33], [0.15, -0.19, 0.23], [-0.22, 0.01, -0.08], [-0.15, -0.82, -0.04], [-0.03, 0.04, -0.02], [-0.02, -0.06, 0.06], [0.12, 0.10, -0.10], [-0.08, -0.08, 0.04], [-0.13, 0.05, -0.08], [0.03, 0.00, 0.16], [0.07, -0.15, -0.13], [0.02, 0.07, 0.07], [-0.13, -0.09, -0.03], [0.00, -0.01, -0.01], [0.04, 0.01, 0.03], [0.00, -0.01, 0.01], [-0.03, -0.06, 0.02], [-0.01, 0.02, 0.02], [0.00, -0.02, -0.02], [0.06, 0.05, -0.03], [0.00, 0.00, 0.00], [0.03, -0.02, -0.01], [0.00, 0.02, -0.04], [-0.02, 0.00, 0.00], [-0.03, 0.08, 0.06], [0.02, 0.02, 0.02], [0.05, 0.06, -0.03], [0.01, -0.01, -0.02], [-0.04, 0.01, -0.05], [0.03, -0.07, 0.07], [-0.01, 0.18, -0.06], [0.03, -0.11, 0.02], [-0.05, -0.06, -0.14], [-0.05, -0.03, 0.16], [0.19, 0.04, -0.01], [-0.08, 0.08, -0.01], [0.04, -0.12, -0.04], [0.01, 0.00, -0.01], [-0.01, 0.03, 0.04], [0.00, -0.01, 0.01], [0.04, -0.06, 0.02], [-0.03, -0.01, 0.01], [0.02, 0.00, -0.01], [-0.01, 0.08, -0.01], [0.00, 0.00, 0.01], [0.04, 0.02, 0.01], [0.00, 0.02, -0.04], [0.00, -0.02, -0.01], [-0.11, 0.00, 0.03], [-0.02, 0.02, 0.03], [-0.02, 0.08, -0.01], [0.02, 0.01, -0.02]], "lowdin_charge": [-0.0559, -0.1612, -0.1055, -0.3197, -0.1163, -0.0401, 0.0604, 0.0420, 0.0803, 0.0778, 0.0937, 0.0961, 0.1404, 0.1018, 0.1092, -0.1169, -0.1927, -0.2177, -0.2195, -0.0511, -0.2000, -0.2305, -0.1863, -0.1022, 0.0887, 0.0767, 0.0876, 0.1219, 0.1211, 0.1238, 0.1046, 0.0682, 0.1203, 0.1175, 0.1221, 0.1116, 0.0893, 0.0727, 0.0841, -0.1167, -0.1918, -0.2165, -0.2182, -0.0501, -0.1983, -0.2204, -0.1980, -0.0991, 0.0889, 0.0752, 0.0881, 0.1221, 0.1216, 0.1242, 0.1051, 0.0668, 0.1174, 0.1185, 0.1220, 0.1121, 0.0896, 0.0730, 0.0884], "multiplicity": 1, "orbital_gap_ev": 9.34, "total_energy_ha": -1143.41240, "fmax_ha_per_bohr": 0.0217, "de_lowest_kcal_mol": 92.98}

{"formula": "C16H39BrN4O2", "method": "ωB97M-V/def2-TZVPD", "elements": ["C", "C", "N", "C", "C", "N", "C", "C", "H", "H", "H", "H", "H", "H", "H", "H", "H", "H", "H", "C", "N", "C", "C", "C", "C", "O", "H", "H", "H", "H", "H", "H", "H", "H", "H", "H", "H", "H", "H", "H", "C", "N", "C", "C", "C", "C", "O", "H", "H", "H", "H", "H", "H", "H", "H", "H", "H", "H", "H", "H", "H", "Br"], "positions_angstrom": [[-6.872, 1.523, -3.082], [-6.853, 2.808, -3.832], [-6.123, 2.811, -5.154], [-4.735, 3.078, -5.221], [-4.341, 3.049, -6.519], [-5.449, 2.761, -7.286], [-6.517, 2.622, -6.438], [-5.531, 2.663, -8.731], [-5.824, 1.245, -2.968], [-7.463, 0.813, -3.660], [-7.258, 1.595, -2.065], [-6.449, 3.559, -3.153], [-7.862, 3.192, -3.979], [-4.237, 3.204, -4.271], [-3.366, 3.086, -6.983], [-7.522, 2.351, -6.726], [-5.135, 1.700, -9.055], [-4.858, 3.445, -9.085], [-6.529, 2.901, -9.099], [7.103, -0.496, 6.143], [6.357, 0.146, 7.389], [5.427, -0.877, 8.031], [7.492, 0.477, 8.394], [5.617, 1.402, 6.985], [4.683, 1.370, 5.780], [3.508, 0.662, 5.991], [7.492, -1.462, 6.466], [7.814, 0.247, 5.781], [6.492, -0.651, 5.254], [6.030, -1.691, 8.435], [4.730, -1.057, 7.213], [4.908, -0.507, 8.915], [8.043, -0.424, 8.663], [6.869, 0.939, 9.160], [8.134, 1.211, 7.909], [6.502, 2.035, 6.923], [5.042, 1.754, 7.842], [5.278, 1.057, 4.922], [4.278, 2.332, 5.464], [2.855, 0.934, 5.342], [0.548, -4.296, -1.613], [-0.074, -2.882, -1.507], [-1.352, -2.869, -0.589], [0.959, -2.001, -0.747], [-0.241, -2.306, -2.951], [-1.452, -2.818, -3.864], [-2.650, -2.627, -3.171], [1.484, -4.200, -2.164], [-0.135, -4.969, -2.132], [0.850, -4.610, -0.614], [-1.746, -1.855, -0.657], [-1.145, -2.919, 0.480], [-2.072, -3.564, -1.022], [0.441, -1.043, -0.752], [1.838, -1.972, -1.391], [1.143, -2.459, 0.225], [0.743, -2.520, -3.368], [-0.264, -1.230, -2.774], [-1.388, -3.805, -4.321], [-1.415, -2.051, -4.637], [-3.363, -2.615, -3.813], [-2.438, 3.808, 1.684]], "forces_ev_per_a": [[0.58, -0.80, -0.58], [-1.12, 1.48, 0.13], [1.59, 0.21, -1.10], [-1.16, -0.37, 0.64], [-0.06, -0.42, 0.03], [-2.29, -0.24, 2.33], [0.89, 0.12, 0.60], [0.90, 0.53, -0.26], [-0.07, -0.67, -0.02], [0.27, -0.46, 0.31], [-0.22, 0.39, -0.24], [0.71, 0.26, -0.63], [-0.05, -0.18, -0.55], [0.36, 0.20, -0.34], [-0.08, 0.32, 0.21], [0.09, 0.18, -0.15], [-0.37, 0.02, -0.11], [-0.09, -0.09, -0.35], [0.09, -0.34, 0.18], [-1.03, 0.69, 0.60], [1.03, -2.01, -0.78], [0.42, 0.54, -0.60], [-1.90, 0.64, -1.08], [0.29, 0.51, 0.88], [0.52, 0.86, -0.99], [-0.14, -1.66, 0.72], [0.32, 0.38, 0.02], [0.45, -0.25, 0.57], [-0.71, -0.14, 0.57], [-0.11, -0.33, -0.74], [-0.17, -0.81, 0.51], [0.00, 0.69, -0.32], [-0.34, 0.13, 0.10], [0.89, -0.08, 0.67], [0.06, -0.09, 0.23], [-0.66, 0.87, -0.87], [0.11, -0.24, 0.26], [-0.15, -0.52, -0.32], [1.23, 0.89, 0.60], [-0.12, 0.00, 0.02], [-0.20, 1.21, 0.18], [0.38, -1.07, 1.24], [0.40, 0.93, -1.55], [-1.33, -0.57, -1.78], [-0.50, -0.98, 1.01], [1.31, 1.69, 0.83], [-0.33, -0.20, 0.51], [-0.18, 0.07, -0.24], [0.04, 0.04, 0.30], [-0.55, -0.22, -0.02], [-0.18, -0.03, -0.49], [0.56, -0.93, -0.27], [0.17, 0.00, 0.48], [0.56, 0.18, 0.66], [0.13, 0.12, 0.35], [-0.04, 0.31, -0.15], [-0.25, -0.07, -0.47], [-0.57, -0.01, -0.32], [0.48, -0.12, 0.32], [0.28, -0.25, -0.56], [-0.21, -0.04, 0.04], [0.08, -0.28, -0.22]], "lowdin_charge": [-0.0697, -0.1754, -0.0073, 0.0128, -0.0095, -0.1016, 0.0243, 0.0172, 0.0809, 0.0833, 0.1009, 0.1353, 0.1299, 0.1437, 0.1424, 0.1674, 0.1076, 0.1067, 0.1104, 0.0437, -0.3400, 0.0240, 0.0374, -0.0890, -0.2453, -0.0358, 0.1081, 0.1084, 0.0924, 0.1070, 0.1015, 0.1143, 0.1142, 0.1120, 0.1047, 0.1331, 0.1461, 0.1088, 0.1428, 0.1115, 0.0203, -0.3261, 0.0366, 0.0250, -0.0473, -0.1995, -0.0631, 0.0995, 0.1088, 0.1051, 0.1050, 0.1072, 0.0980, 0.1098, 0.1052, 0.1087, 0.1241, 0.1289, 0.1256, 0.1210, 0.1054, -0.9976], "multiplicity": 1, "orbital_gap_ev": 4.29, "total_energy_ha": -3575.86363, "total_charge": 2, "fmax_ha_per_bohr": 0.0637, "de_lowest_kcal_mol": 88.49}

{"formula": "C16H39N9O17", "method": "ωB97M-V/def2-TZVPD", "elements": ["C", "C", "O", "C", "N", "C", "C", "O", "C", "C", "C", "N", "C", "O", "H", "H", "H", "H", "H", "H", "H", "H", "H", "H", "H", "H", "H", "H", "H", "H", "H", "H", "C", "N", "O", "O", "H", "H", "H", "C", "N", "O", "O", "H", "H", "H", "C", "N", "O", "O", "H", "H", "H", "C", "N", "O", "O", "H", "H", "H", "C", "N", "O", "O", "H", "H", "H", "C", "N", "O", "O", "H", "H", "H", "C", "N", "O", "O", "H", "H", "H"], "positions_angstrom": [[3.971, -2.140, 2.262], [4.158, -0.839, 1.516], [4.883, -1.149, 0.326], [2.875, -0.147, 1.122], [2.024, 0.263, 2.248], [1.091, 1.312, 1.782], [-0.280, 1.180, 2.394], [-0.851, -0.008, 1.877], [-2.231, 0.061, 1.675], [-2.808, -1.039, 0.788], [-4.238, -1.247, 1.395], [-4.288, -0.470, 2.663], [-2.975, -0.172, 3.002], [-2.499, -0.132, 4.140], [3.186, -2.082, 3.004], [4.896, -2.387, 2.776], [3.804, -2.940, 1.550], [4.772, -0.165, 2.121], [4.937, -0.344, -0.191], [2.290, -0.748, 0.432], [3.182, 0.755, 0.567], [2.626, 0.737, 2.911], [0.958, 1.248, 0.705], [1.505, 2.300, 1.991], [-0.245, 1.163, 3.479], [-0.871, 2.045, 2.090], [-2.591, 1.004, 1.265], [-2.970, -0.715, -0.225], [-2.259, -1.963, 0.892], [-4.335, -2.301, 1.633], [-5.037, -0.910, 0.751], [-4.738, -1.024, 3.378], [-2.320, 2.056, -3.367], [-2.727, 1.131, -2.278], [-3.206, 0.059, -2.586], [-2.564, 1.510, -1.138], [-2.524, 1.579, -4.316], [-2.896, 2.965, -3.255], [-1.259, 2.252, -3.248], [5.362, 1.564, 4.545], [4.814, 2.906, 4.206], [3.613, 2.969, 4.033], [5.585, 3.831, 4.145], [4.533, 0.867, 4.558], [6.093, 1.297, 3.789], [5.827, 1.635, 5.523], [-2.345, 5.271, -7.116], [-2.778, 4.344, -6.037], [-3.263, 3.281, -6.358], [-2.614, 4.716, -4.895], [-2.552, 4.803, -8.070], [-2.905, 6.192, -6.993], [-1.282, 5.447, -6.981], [0.037, -3.352, 2.533], [0.029, -4.692, 1.889], [-0.419, -5.628, 2.515], [0.486, -4.766, 0.768], [-0.393, -3.441, 3.523], [1.070, -3.018, 2.580], [-0.544, -2.679, 1.912], [2.169, 3.369, -1.746], [1.569, 3.124, -3.087], [1.114, 2.022, -3.313], [1.573, 4.048, -3.866], [2.090, 2.457, -1.166], [3.204, 3.654, -1.902], [1.613, 4.181, -1.287], [-5.746, 0.547, -4.600], [-7.142, 0.965, -4.297], [-7.443, 2.122, -4.494], [-7.886, 0.113, -3.867], [-5.205, 1.410, -4.974], [-5.309, 0.173, -3.682], [-5.798, -0.239, -5.347], [2.715, -6.912, 1.275], [3.823, -7.490, 2.085], [4.814, -6.813, 2.255], [3.657, -8.605, 2.526], [3.006, -5.921, 0.952], [2.552, -7.570, 0.428], [1.832, -6.881, 1.905]], "forces_ev_per_a": [[0.56, 0.02, 0.09], [-0.07, -0.44, -0.25], [0.05, -0.12, 0.20], [-0.18, 0.73, 0.32], [0.20, 0.23, -0.57], [0.02, -0.17, 0.40], [0.22, 0.12, -0.19], [-0.19, -0.04, -0.59], [-0.23, -0.60, 0.75], [-1.21, 0.51, 0.76], [0.46, 0.26, 0.29], [0.83, -1.10, 0.01], [0.25, 0.34, 1.59], [-0.82, 0.05, -1.98], [-0.25, 0.05, 0.04], [0.11, -0.12, 0.10], [-0.34, -0.13, -0.12], [-0.07, 0.23, 0.19], [0.12, 0.14, -0.21], [-0.05, -0.31, -0.05], [0.07, 0.04, -0.25], [0.06, -0.15, 0.26], [0.04, -0.17, -0.23], [-0.02, 0.19, 0.07], [-0.01, -0.13, 0.21], [-0.18, 0.12, -0.03], [0.34, 0.40, 0.03], [0.65, -0.17, -0.41], [0.31, -0.12, -0.29], [-0.44, -0.18, -0.11], [-0.09, -0.11, -0.31], [-0.21, 0.45, 0.35], [0.00, -0.11, -0.06], [0.08, 0.09, -0.19], [-0.07, -0.13, 0.04], [0.04, 0.13, 0.10], [-0.02, -0.04, -0.01], [0.00, 0.09, 0.06], [0.01, 0.03, 0.04], [-0.02, -0.14, 0.02], [-0.09, -0.35, 0.19], [-0.18, 0.16, -0.20], [0.12, 0.15, -0.07], [0.01, -0.03, 0.02], [0.08, 0.08, 0.03], [0.08, 0.06, -0.03], [-0.01, -0.03, -0.15], [0.03, 0.08, -0.08], [-0.07, -0.17, -0.04], [0.03, 0.11, 0.11], [-0.02, -0.04, 0.01], [0.04, 0.03, 0.06], [0.00, 0.05, 0.06], [-0.07, 0.05, 0.19], [0.00, 0.17, 0.10], [-0.04, -0.15, 0.10], [0.09, 0.01, -0.21], [-0.02, -0.05, 0.01], [-0.01, 0.06, -0.11], [0.13, 0.08, -0.05], [0.02, -0.12, 0.10], [0.06, 0.01, 0.11], [-0.09, -0.15, 0.01], [-0.01, 0.16, -0.12], [-0.02, -0.03, -0.02], [-0.01, 0.08, -0.02], [0.03, 0.06, -0.03], [0.08, 0.13, -0.08], [0.13, 0.02, -0.04], [-0.03, 0.16, -0.03], [-0.11, -0.16, 0.07], [-0.04, 0.03, -0.02], [-0.03, -0.10, 0.01], [-0.02, -0.07, 0.05], [0.01, 0.13, -0.02], [-0.08, 0.09, -0.09], [0.13, 0.11, 0.03], [-0.03, -0.19, 0.06], [0.05, 0.01, 0.01], [-0.05, -0.06, 0.03], [-0.04, -0.10, -0.02]], "lowdin_charge": [-0.0335, -0.4388, -0.0313, -0.2008, -0.0215, -0.1973, -0.1875, -0.0882, -0.2809, -0.0698, -0.1361, 0.0720, -0.3986, 0.0744, 0.0658, 0.0814, 0.0825, 0.1208, 0.0805, 0.1355, 0.1083, 0.0797, 0.1035, 0.1178, 0.1246, 0.1283, 0.1416, 0.0719, 0.1006, 0.1109, 0.1082, 0.1319, 0.0466, -0.4143, 0.0580, 0.0702, 0.0888, 0.0884, 0.0772, 0.0432, -0.4512, 0.0533, 0.0807, 0.0845, 0.0978, 0.1029, 0.0553, -0.4373, 0.0660, 0.0604, 0.0956, 0.1030, 0.1031, 0.0705, -0.4448, 0.0669, 0.0515, 0.1035, 0.0840, 0.0736, 0.0549, -0.4497, 0.0534, 0.0716, 0.0713, 0.1029, 0.1055, 0.0468, -0.4566, 0.0649, 0.0652, 0.0816, 0.0761, 0.1044, 0.0384, -0.4564, 0.0600, 0.0644, 0.0828, 0.1052, 0.0799], "multiplicity": 1, "orbital_gap_ev": 8.90, "total_energy_ha": -2404.24304, "fmax_ha_per_bohr": 0.0417}

Which formula does entry 1 have?
C16H39BN2O5

Number 1 is which compound?
C16H39BN2O5